Record 1
{"formula": "C27H19CrN4O7PS5Sb", "method": "wB97M-V/def2-TZVPD", "species": ["Cr", "S", "Sb", "S", "S", "O", "S", "O", "O", "C", "C", "C", "C", "C", "C", "S", "O", "O", "O", "H", "H", "H", "H", "N", "P", "C", "C", "C", "C", "C", "C", "C", "C", "C", "C", "C", "C", "C", "C", "C", "C", "C", "C", "H", "H", "H", "H", "H", "H", "H", "H", "H", "H", "H", "H", "H", "H", "H", "O", "N", "C", "C", "N", "C", "N"], "positions_angstrom": [[1.656, -0.547, 0.139], [2.435, -4.324, 3.947], [1.170, -2.953, 2.772], [2.765, -1.235, 2.005], [1.911, -2.805, 0.037], [4.757, 1.820, 0.010], [3.732, 1.051, -0.610], [3.846, -0.411, -0.585], [2.358, 1.290, -0.019], [3.654, 1.546, -2.313], [4.744, 2.277, -2.762], [4.853, 2.628, -4.101], [3.876, 2.239, -4.995], [2.778, 1.512, -4.552], [2.653, 1.165, -3.215], [1.111, 0.363, -2.817], [0.678, -0.315, -4.004], [0.245, 1.383, -2.281], [1.451, -0.680, -1.774], [5.508, 2.559, -2.052], [5.710, 3.196, -4.435], [3.957, 2.495, -6.042], [2.009, 1.198, -5.243], [0.198, -0.216, 0.736], [-1.242, 0.106, 1.466], [-1.543, 1.860, 1.394], [-1.038, 2.606, 0.333], [-1.307, 3.966, 0.283], [-2.070, 4.564, 1.275], [-2.570, 3.814, 2.333], [-2.302, 2.458, 2.402], [-1.126, -0.380, 3.173], [-0.046, 0.112, 3.912], [0.136, -0.321, 5.214], [-0.761, -1.224, 5.775], [-1.846, -1.690, 5.047], [-2.030, -1.275, 3.736], [-2.493, -0.823, 0.615], [-2.243, -2.161, 0.304], [-3.218, -2.901, -0.337], [-4.430, -2.309, -0.668], [-4.674, -0.978, -0.365], [-3.704, -0.224, 0.277], [-0.445, 2.140, -0.445], [-0.912, 4.554, -0.534], [-2.273, 5.626, 1.230], [-3.158, 4.287, 3.108], [-2.671, 1.872, 3.235], [0.659, 0.800, 3.461], [0.983, 0.032, 5.785], [-0.607, -1.570, 6.789], [-2.540, -2.389, 5.493], [-2.853, -1.663, 3.150], [-1.282, -2.608, 0.535], [-3.025, -3.930, -0.606], [-5.182, -2.889, -1.187], [-5.614, -0.520, -0.644], [-3.881, 0.820, 0.501], [0.817, -3.273, -1.208], [1.475, -3.396, -2.393], [0.678, -3.308, -3.389], [-0.740, -3.081, -3.260], [-1.870, -2.900, -3.171], [1.235, -3.450, -4.706], [1.659, -3.590, -5.763]], "forces_ev_per_a": [[0.44, -0.03, -0.02], [0.02, -0.01, -0.01], [-0.03, -0.02, 0.00], [-0.08, 0.05, 0.01], [-0.07, -0.06, 0.00], [0.00, -0.02, 0.01], [0.00, -0.04, 0.01], [-0.02, -0.02, 0.01], [-0.11, 0.14, 0.02], [0.00, 0.01, -0.04], [-0.02, -0.01, -0.04], [0.05, 0.02, 0.07], [-0.07, -0.03, -0.04], [0.06, 0.03, 0.02], [0.00, 0.03, -0.09], [-0.17, 0.04, 0.12], [0.01, -0.02, -0.02], [0.05, -0.06, 0.02], [-0.02, 0.05, 0.00], [0.00, 0.00, 0.00], [0.00, 0.00, 0.00], [0.00, 0.00, 0.00], [-0.01, 0.00, 0.00], [-0.12, -0.22, 0.10], [-0.03, 0.23, -0.15], [0.03, -0.02, 0.05], [0.00, 0.01, -0.04], [0.01, -0.02, 0.00], [0.00, 0.02, 0.00], [0.00, -0.01, 0.01], [0.01, 0.01, -0.03], [0.03, -0.02, 0.08], [-0.03, 0.01, 0.00], [0.00, -0.02, 0.00], [0.00, 0.00, 0.01], [0.01, 0.00, 0.00], [0.00, 0.00, -0.01], [-0.03, -0.04, 0.00], [0.04, 0.05, 0.01], [-0.01, -0.01, 0.00], [-0.01, -0.01, 0.00], [-0.01, 0.01, -0.01], [0.01, -0.01, 0.02], [0.01, -0.01, -0.01], [0.00, 0.00, 0.00], [0.00, 0.00, 0.00], [0.00, 0.01, 0.00], [0.00, 0.00, 0.00], [0.01, 0.00, -0.01], [0.00, 0.00, 0.00], [0.00, 0.00, 0.00], [0.00, 0.00, 0.00], [0.00, 0.01, 0.00], [-0.01, 0.00, 0.00], [0.01, 0.01, 0.00], [-0.01, 0.00, 0.00], [0.00, 0.00, 0.00], [0.00, 0.00, 0.00], [0.08, 0.01, -0.02], [0.01, 0.00, 0.00], [-0.07, -0.03, 0.02], [0.01, 0.11, -0.03], [0.00, -0.07, 0.00], [0.04, -0.04, 0.01], [-0.01, 0.02, -0.02]], "mulliken_charge": [2.027, -0.502, 0.354, -0.362, -0.064, -0.705, 1.500, -0.532, -0.396, 0.093, -0.612, -0.615, -0.649, -0.765, -0.115, 1.325, -0.753, -0.731, 0.014, 0.564, 0.394, 0.400, 0.532, -0.515, 1.734, 0.096, -0.274, -0.875, -0.493, -0.635, -0.614, 0.071, -0.426, -0.624, -0.518, -0.692, -0.364, 0.174, 0.190, -0.775, -0.491, -0.772, -0.362, 0.414, 0.488, 0.397, 0.426, 0.432, 0.434, 0.447, 0.404, 0.430, 0.483, 0.036, 0.417, 0.396, 0.429, 0.444, 0.005, -0.536, 0.896, 0.270, -0.443, -0.060, -0.447], "homo_ev": [-8.36, -8.39], "charge": 0, "homo_lumo_gap_ev": [6.038, 7.106], "relative_energy_kj_mol": 0.0, "s_squared": 0.90, "multiplicity": 2}

Record 2
{"formula": "C27H19F10N5Re", "method": "wB97M-V/def2-TZVPD", "species": ["Re", "C", "N", "C", "C", "N", "C", "C", "F", "C", "F", "C", "F", "C", "F", "C", "F", "C", "C", "N", "C", "C", "F", "C", "F", "C", "F", "C", "F", "C", "F", "H", "H", "H", "H", "H", "H", "H", "H", "H", "H", "H", "C", "C", "C", "C", "N", "C", "C", "C", "C", "C", "C", "N", "H", "H", "H", "H", "H", "H", "H", "H"], "positions_angstrom": [[0.381, 0.122, 0.766], [1.458, 0.067, 3.919], [0.264, 0.102, 3.032], [-0.411, 1.384, 3.391], [-1.489, 1.759, 2.421], [-0.968, 1.448, 1.080], [-1.444, 2.254, 0.006], [-0.538, 2.844, -0.864], [0.787, 2.688, -0.627], [-0.929, 3.596, -1.950], [-0.026, 4.105, -2.774], [-2.283, 3.801, -2.172], [-2.682, 4.498, -3.217], [-3.210, 3.262, -1.298], [-4.501, 3.450, -1.504], [-2.787, 2.498, -0.221], [-3.702, 1.946, 0.577], [-0.524, -1.121, 3.357], [-1.454, -1.515, 2.245], [-0.723, -1.383, 0.974], [-1.118, -2.236, -0.097], [-2.448, -2.437, -0.431], [-3.405, -1.791, 0.239], [-2.819, -3.248, -1.491], [-4.096, -3.401, -1.790], [-1.846, -3.875, -2.251], [-2.186, -4.624, -3.279], [-0.508, -3.700, -1.930], [0.435, -4.281, -2.656], [-0.166, -2.906, -0.857], [1.135, -2.781, -0.552], [1.141, 0.165, 4.960], [1.969, -0.887, 3.824], [2.129, 0.889, 3.681], [-0.774, 1.341, 4.421], [0.362, 2.152, 3.337], [-2.442, 1.266, 2.604], [-1.673, 2.830, 2.516], [0.196, -1.930, 3.471], [-1.048, -0.994, 4.307], [-1.732, -2.559, 2.396], [-2.378, -0.939, 2.211], [-0.536, -0.006, -3.514], [0.724, -0.075, -4.082], [1.844, -0.100, -3.259], [1.677, -0.041, -1.893], [0.446, 0.022, -1.342], [-0.636, 0.036, -2.139], [2.799, -0.087, -0.927], [4.113, 0.058, -1.313], [5.117, -0.016, -0.359], [4.776, -0.248, 0.961], [3.444, -0.367, 1.287], [2.452, -0.274, 0.380], [-1.431, 0.003, -4.120], [0.843, -0.118, -5.157], [2.830, -0.182, -3.692], [-1.596, 0.080, -1.643], [4.361, 0.243, -2.347], [6.153, 0.105, -0.649], [5.526, -0.326, 1.736], [3.146, -0.565, 2.296]], "forces_ev_per_a": [[-0.35, -0.95, 1.88], [0.12, -0.06, -0.10], [0.21, 0.22, -0.14], [0.00, 0.04, 0.24], [0.03, 0.17, -0.08], [0.12, 0.93, -1.07], [0.05, -0.24, 0.39], [0.39, 0.12, 0.15], [-0.09, 0.05, -0.09], [0.02, 0.02, -0.06], [-0.01, 0.01, 0.03], [0.04, 0.09, -0.17], [0.02, -0.01, 0.06], [-0.21, -0.03, 0.10], [0.02, 0.00, -0.01], [-0.32, -0.12, -0.13], [0.05, 0.01, -0.02], [0.01, -0.01, 0.18], [-0.13, -0.36, 0.02], [0.14, -0.73, -0.54], [-0.08, 0.21, 0.29], [-0.26, 0.07, -0.13], [0.04, 0.00, -0.02], [-0.19, 0.02, 0.06], [0.02, 0.01, -0.01], [0.01, -0.10, -0.15], [0.01, 0.03, 0.06], [0.07, -0.06, -0.13], [-0.04, -0.01, 0.06], [0.31, -0.03, 0.16], [-0.08, 0.09, -0.03], [-0.02, 0.01, -0.03], [0.03, -0.02, -0.02], [0.01, 0.01, 0.01], [-0.03, -0.03, -0.01], [0.03, -0.03, 0.07], [0.04, -0.13, -0.05], [-0.03, 0.01, -0.08], [0.03, 0.03, 0.07], [-0.02, 0.02, -0.02], [-0.07, 0.01, -0.07], [0.06, 0.10, -0.03], [0.02, -0.07, -0.02], [0.17, -0.01, -0.05], [-0.10, -0.01, -0.30], [-0.08, -0.07, 0.22], [-0.07, 0.23, -0.19], [0.14, 0.02, 0.14], [-0.37, 0.05, -0.04], [0.20, -0.04, -0.03], [0.03, 0.02, -0.08], [0.01, -0.05, 0.05], [-0.08, -0.08, -0.08], [0.30, 0.58, -0.47], [0.00, 0.02, 0.02], [0.00, 0.00, 0.03], [-0.02, 0.01, -0.01], [-0.01, 0.04, -0.01], [-0.01, -0.02, 0.03], [-0.01, 0.00, 0.00], [-0.02, -0.03, -0.01], [-0.05, 0.05, 0.16]], "mulliken_charge": [0.061, -1.480, 0.304, -1.175, -0.736, 1.004, -0.974, 0.433, -0.396, 0.299, -0.310, 0.560, -0.266, 0.305, -0.268, 0.607, -0.318, -0.970, -0.642, 0.666, -1.458, 0.809, -0.332, 0.321, -0.272, 0.575, -0.263, 0.420, -0.305, 0.443, -0.410, 0.410, 0.478, 0.493, 0.361, 0.486, 0.355, 0.667, 0.504, 0.295, 0.732, 0.276, -1.332, -0.966, -0.897, 0.659, 0.834, -0.267, 1.172, -0.988, -0.522, -1.080, -0.080, 0.083, 0.624, 0.555, 0.497, 0.529, 0.458, 0.488, 0.475, 0.469], "homo_ev": [-14.37, -14.32], "charge": 2, "homo_lumo_gap_ev": [6.846, 6.594], "s_squared": 0.76, "multiplicity": 2}